1.
# C12H17N2O4

The ion C12H17N2O4 with charge +1 (ωB97M-V/def2-TZVPD, the OMol25 dataset).

Properties
Structure (SMILES) = COCCCc1cc[n+](CC(=O)OC(C)=O)nc1
M = 253.3 g mol⁻¹
2S+1 = 1
F_max = 0.5 eV/A
LUMO = -0.176 Ha
E_HOMO = -12.954 eV
Net charge = +1
E = -23882.2866 eV

Structure (XYZ):
```
35
Properties=species:S:1:pos:R:3:nbo_charge:R:1
C -1.9731 -2.6241 -0.0783 -0.255
O -2.5700 -1.4008 -0.4624 -0.551
C -2.9969 -0.5731 0.6008 -0.060
C -2.6153 0.8813 0.3032 -0.415
C -1.9190 1.6153 1.4850 -0.447
C -0.4471 1.4782 1.2987 0.105
C 0.3204 2.3989 0.6249 -0.202
C 1.6422 2.0991 0.3752 0.128
N 2.1500 0.9520 0.8030 -0.088
C 3.5102 0.5434 0.4453 -0.334
C 3.5466 -0.3795 -0.7730 0.804
O 4.5244 -0.5282 -1.4245 -0.444
O 2.3695 -1.0825 -1.0178 -0.550
C 1.5475 -0.5274 -1.9759 0.817
C 0.5878 -1.4985 -2.5672 -0.735
O 1.6295 0.6443 -2.2231 -0.587
N 1.4718 0.0549 1.5036 -0.135
C 0.2188 0.3144 1.7430 0.027
H -2.4130 -3.0209 0.8378 0.183
H -2.1456 -3.3485 -0.8713 0.208
H -0.8910 -2.5135 0.0558 0.157
H -2.5388 -0.9026 1.5395 0.154
H -4.0778 -0.6644 0.7254 0.199
H -1.9379 0.8409 -0.5512 0.224
H -3.4759 1.4607 -0.0214 0.238
H -2.2140 1.1510 2.4246 0.237
H -2.2036 2.6638 1.4866 0.244
H -0.0967 3.3237 0.2544 0.262
H 2.2864 2.7488 -0.1956 0.259
H 3.9527 0.0467 1.3045 0.280
H 4.0760 1.4292 0.1732 0.260
H -0.3719 -1.3970 -2.0540 0.263
H 0.9278 -2.5233 -2.4702 0.253
H 0.4351 -1.2222 -3.6071 0.266
H -0.3091 -0.4401 2.3083 0.237
```

---

2.
# C30H43N4O

A cluster of 2 separate species, C30H43N4O in total (ωB97M-V/def2-TZVPD, the OMol25 dataset).

Properties
M = 475.7 g mol⁻¹
2S+1 = 1
F_max = 2.3 eV/A
LUMO = -0.162 Ha
E_HOMO = -10.614 eV
Net charge = +1
E = -39809.2257 eV

Structure (XYZ):
```
78
Properties=species:S:1:pos:R:3:mulliken_charge:R:1
C 1.1248 1.4200 2.9160 -1.381
N -0.3118 1.4103 2.6930 0.586
C -0.9054 0.1745 3.2407 -0.983
C -2.4107 0.1210 3.0139 -0.138
C -3.1138 1.3751 3.5446 -1.167
C -2.4234 2.6548 3.0655 -0.365
C -0.9218 2.6028 3.3104 -1.187
H 1.5659 2.3149 2.4611 0.375
H 1.3678 1.4245 3.9938 0.450
H 1.5807 0.5329 2.4602 0.312
H -0.3978 -0.6829 2.7716 0.399
H -0.7053 0.1421 4.3303 0.429
H -2.6183 0.0061 1.9421 0.019
H -2.7998 -0.7731 3.5161 0.471
H -4.1604 1.3773 3.2241 0.401
H -3.1118 1.3541 4.6415 0.379
H -2.6253 2.8063 1.9966 0.190
H -2.8227 3.5270 3.5964 0.453
H -0.7369 2.5704 4.4014 0.441
H -0.4183 3.4893 2.9005 0.578
C 1.4819 -4.0277 -3.8396 -0.985
N 0.6742 -3.4258 -2.8038 0.279
C -0.3580 -4.1170 -2.2351 0.110
O -0.7118 -5.2510 -2.5477 -0.675
C -0.9647 -3.2256 -1.1545 0.225
C -0.7571 -3.7875 0.2524 -0.634
C -1.4622 -5.1128 0.4488 0.323
C -2.8292 -5.1357 0.7408 -0.247
C -3.4913 -6.3628 0.8694 -0.686
C -2.7861 -7.5624 0.7056 -0.486
C -1.4088 -7.5338 0.4408 -0.650
C -0.7497 -6.3098 0.3187 -0.238
N -0.2691 -1.9589 -1.3693 0.539
C -0.5501 -0.8753 -0.6151 0.160
C 0.1293 0.3294 -0.7309 0.497
C -0.1194 1.4851 0.0079 -0.682
C 0.5391 2.7354 -0.2566 0.948
C 0.0978 3.9538 0.3331 -0.704
C 0.6942 5.1631 0.0292 -0.294
C 1.7691 5.2228 -0.8914 -0.301
N 2.4239 6.4277 -1.1542 0.277
C 3.6586 6.7654 -0.4767 -0.995
C 2.0763 7.2713 -2.2786 -0.975
C 2.1795 4.0356 -1.5311 -0.328
C 1.6256 2.8187 -1.1784 -0.846
C 0.8021 -2.0348 -2.3885 0.109
C 2.1937 -1.8003 -1.7768 -1.481
C 0.5053 -1.1129 -3.5817 -1.555
H 1.1902 -5.0760 -3.9386 0.393
H 1.3353 -3.5210 -4.8026 0.312
H 2.5438 -3.9722 -3.5725 0.318
H -2.0407 -3.0995 -1.3658 0.364
H 0.3301 -3.9092 0.3999 0.489
H -1.1286 -3.0467 0.9764 0.279
H -3.3676 -4.1879 0.8446 0.366
H -4.5586 -6.3734 1.0956 0.374
H -3.3039 -8.5197 0.7871 0.380
H -0.8425 -8.4590 0.3232 0.364
H 0.3204 -6.2703 0.0931 0.312
H -1.3226 -1.0035 0.1491 0.589
H 0.8908 0.3816 -1.5041 -0.469
H -0.9653 1.4799 0.6925 -0.020
H -0.7493 3.9381 1.0232 0.353
H 0.3579 6.0947 0.4836 0.481
H 3.8644 5.9966 0.2773 0.295
H 4.4947 6.8142 -1.1916 0.334
H 3.5586 7.7441 0.0159 0.324
H 1.1889 6.8791 -2.7886 0.305
H 1.8652 8.2917 -1.9287 0.315
H 2.9085 7.3285 -2.9962 0.317
H 2.9557 4.0990 -2.2947 0.458
H 2.0397 1.9160 -1.6318 0.344
H 2.3853 -2.5723 -1.0171 0.328
H 2.9491 -1.8511 -2.5721 0.490
H 2.2683 -0.8266 -1.2857 0.426
H -0.4146 -1.4604 -4.0729 0.397
H 0.3531 -0.0768 -3.2692 0.356
H 1.3453 -1.1599 -4.2859 0.460
```

---

3.
# C4H9NS

An isolated molecule of C4H9NS (ωB97M-V/def2-TZVPD, the OMol25 dataset).

Properties
Structure (SMILES) = N[C@@H]1C[C@@H]1CS
Relative energy (zero: lowest compared OMol25 entry of this formula, charge and spin) = 1.884 eV
M = 103.2 g mol⁻¹
2S+1 = 1
F_max = 3.2 eV/A
LUMO = 0.031 Ha
E_HOMO = -8.903 eV
Net charge = 0
E = -16617.5706 eV

Structure (XYZ):
```
15
Properties=species:S:1:pos:R:3:nbo_charge:R:1
N 1.9295 -0.8783 0.2531 -0.796
C 1.3233 0.2396 -0.3953 -0.066
C 0.5370 1.2663 0.3551 -0.431
C -0.1881 0.3323 -0.5447 -0.272
C -1.2177 -0.7668 -0.0823 -0.483
S -2.9766 -0.0224 -0.0476 -0.062
H 1.2738 -1.4191 0.8005 0.347
H 1.9262 -1.5476 -0.4938 0.347
H 1.9289 0.7457 -1.1133 0.207
H 0.3600 1.1379 1.4700 0.213
H 0.6109 2.3400 0.0355 0.225
H -0.5335 0.7829 -1.5316 0.219
H -0.9576 -1.1594 0.9067 0.206
H -1.3386 -1.6982 -0.6708 0.226
H -2.6776 0.6472 1.0586 0.121
```

---

4.
# C22H21F2NO2

An isolated molecule of C22H21F2NO2 (ωB97M-V/def2-TZVPD, the OMol25 dataset).

Properties
Structure (SMILES) = COc1ccc(CNCC(O)(c2ccc(F)cc2)c2ccc(F)cc2)cc1
Relative energy (zero: lowest compared OMol25 entry of this formula, charge and spin) = 0.207 eV
M = 369.4 g mol⁻¹
2S+1 = 1
F_max = 0.5 eV/A
LUMO = 0.024 Ha
E_HOMO = -8.401 eV
Net charge = 0
E = -34174.5493 eV

Structure (XYZ):
```
48
Properties=species:S:1:pos:R:3:nbo_charge:R:1
C 6.4513 0.2598 -0.1334 -0.251
O 5.5459 1.3054 -0.3872 -0.493
C 4.2634 1.1793 0.0572 0.288
C 3.7540 0.0720 0.7245 -0.274
C 2.4270 0.0567 1.1231 -0.198
C 1.5879 1.1302 0.8742 -0.072
C 0.1515 1.1093 1.3278 -0.234
N -0.7137 1.8261 0.4061 -0.630
C -0.8552 1.2796 -0.9147 -0.234
C -1.6841 -0.0424 -1.1155 0.193
O -1.8480 -0.2166 -2.5209 -0.715
C -0.9941 -1.2930 -0.5831 -0.084
C 0.3566 -1.5088 -0.8478 -0.194
C 0.9885 -2.6707 -0.4460 -0.273
C 0.2520 -3.6378 0.2109 0.392
F 0.8637 -4.7712 0.6138 -0.324
C -1.0994 -3.4756 0.4498 -0.295
C -1.7157 -2.3071 0.0402 -0.127
C -3.0528 0.1987 -0.5148 -0.059
C -3.2409 0.1916 0.8656 -0.213
C -4.4736 0.4976 1.4140 -0.276
C -5.5202 0.8130 0.5681 0.390
F -6.7250 1.1126 1.0992 -0.325
C -5.3638 0.8256 -0.8050 -0.276
C -4.1244 0.5231 -1.3377 -0.175
C 2.1067 2.2400 0.2144 -0.188
C 3.4219 2.2647 -0.1944 -0.253
H 6.1403 -0.6705 -0.6202 0.174
H 7.4017 0.5839 -0.5545 0.201
H 6.5732 0.0845 0.9405 0.176
H 4.3746 -0.7833 0.9410 0.212
H 2.0450 -0.8123 1.6403 0.213
H 0.0817 1.6288 2.2906 0.210
H -0.1540 0.0618 1.4919 0.173
H -1.6231 1.9907 0.8232 0.374
H -1.3656 2.0315 -1.5262 0.214
H 0.1471 1.1399 -1.3255 0.198
H -0.9824 -0.3869 -2.9075 0.476
H 0.9449 -0.7642 -1.3625 0.220
H 2.0373 -2.8288 -0.6403 0.231
H -1.6569 -4.2578 0.9400 0.231
H -2.7756 -2.1916 0.2031 0.220
H -2.4317 -0.0800 1.5268 0.222
H -4.6274 0.4916 2.4816 0.229
H -6.2007 1.0718 -1.4390 0.231
H -3.9782 0.5267 -2.4050 0.242
H 1.4598 3.0818 0.0227 0.230
H 3.8308 3.1198 -0.7092 0.224
```

---

Question: Look up the E of the fourth one.
Answer: -34174.5493 eV

---

Question: Which formula does entry 1 have?
Answer: C12H17N2O4

---

Question: Which of these has the highest E_HOMO?
Answer: C22H21F2NO2

---

Question: Which value of LUMO does entry 2 give?
Answer: -0.162 Ha